Record 1
Entry from OMol25: C16H24N2O4PdSe2 as an isolated structure (ωB97M-V with the def2-TZVPD basis set).

Each line ends with the Löwdin charge.
Cartesian coordinates (Å):
Pd  0.270  0.195  0.647  0.306
O  4.575  0.459  -0.878  -0.165
C  3.197  0.109  -1.072  -0.252
C  2.602  0.659  -2.376  -0.592
C  3.690  0.645  -3.469  -0.241
O  4.505  -0.532  -3.463  -0.095
C  2.105  2.099  -2.192  -0.601
Se  3.430  3.413  -1.482  0.267
C  1.467  -0.253  -2.874  -0.611
Se  -0.147  -0.660  -1.784  0.290
H  4.587  1.445  -0.943  -0.040
H  2.614  0.462  -0.213  0.069
H  3.153  -0.982  -1.062  0.120
H  4.314  1.534  -3.357  0.070
H  3.204  0.686  -4.448  0.116
H  4.949  -0.483  -2.603  0.056
H  1.252  2.074  -1.513  0.008
H  1.741  2.472  -3.154  0.044
H  1.918  -1.212  -3.137  0.040
H  1.076  0.190  -3.793  0.033
O  -0.864  2.734  1.776  0.001
C  -0.382  1.774  1.362  -0.344
C  3.989  2.021  2.239  -0.080
C  2.820  1.813  3.183  -0.208
N  3.141  0.953  4.330  -0.052
C  4.049  1.507  5.326  -0.219
C  5.388  0.783  5.359  -0.080
C  2.509  -0.200  4.658  -0.413
O  2.645  -0.709  5.773  0.018
C  1.650  -0.885  3.641  -0.133
C  0.504  -1.526  4.078  -0.035
C  -0.293  -2.180  3.152  -0.077
C  0.130  -2.245  1.832  -0.194
N  1.293  -1.733  1.410  -0.020
C  1.985  -0.997  2.286  -0.137
H  3.685  2.633  1.386  0.018
H  4.355  1.076  1.832  0.064
H  4.825  2.523  2.736  0.066
H  1.969  1.395  2.651  0.058
H  2.483  2.777  3.583  0.122
H  3.576  1.455  6.308  0.111
H  4.196  2.558  5.071  0.111
H  5.238  -0.265  5.614  0.067
H  6.045  1.231  6.109  0.065
H  5.880  0.841  4.387  0.068
H  0.244  -1.490  5.128  0.111
H  -1.223  -2.649  3.446  0.091
H  -0.451  -2.750  1.068  0.093
H  2.922  -0.594  1.917  0.106

## Properties
HOMO (eV): -0.583
Energy above the lowest of the compared OMol25 structures with the same formula, charge and spin (kJ/mol): 0.0
DFT total energy (Eh): -5965.35660
Net charge: -2
Kohn-Sham gap (eV): 5.25

Record 2
Entry from OMol25: one molecule with the formula C16H24N2O4S (ωB97M-V with the def2-TZVPD basis set).

Each line ends with the Löwdin charge.
Cartesian coordinates (Å):
C  -6.680  -1.737  -1.124  -0.129
C  -5.342  -1.066  -1.331  -0.274
S  -4.665  -0.685  0.324  0.626
O  -4.412  -1.925  0.994  -0.288
O  -5.529  0.275  0.943  -0.284
N  -3.201  0.049  0.079  -0.253
C  -2.105  -0.773  -0.365  -0.201
C  -0.788  -0.130  0.066  -0.119
C  -0.694  1.292  -0.504  -0.241
C  0.600  1.932  -0.003  -0.483
O  0.656  2.642  0.976  0.076
N  1.683  1.620  -0.751  0.074
C  3.032  1.963  -0.348  -0.122
C  3.802  0.737  0.069  -0.208
C  3.310  -0.067  1.094  -0.046
C  3.998  -1.203  1.465  -0.072
C  5.179  -1.560  0.833  -0.029
C  5.678  -0.763  -0.190  -0.272
O  6.823  -1.006  -0.886  -0.084
C  7.592  -2.133  -0.544  -0.091
C  4.975  0.382  -0.569  0.037
C  -1.909  2.098  -0.045  -0.121
C  -3.198  1.389  -0.452  -0.198
H  -7.146  -1.995  -2.073  0.078
H  -6.542  -2.641  -0.536  0.077
H  -7.337  -1.068  -0.573  0.077
H  -4.624  -1.717  -1.820  0.095
H  -5.431  -0.120  -1.858  0.095
H  -2.116  -0.888  -1.462  0.130
H  -2.236  -1.751  0.100  0.118
H  0.050  -0.743  -0.272  0.119
H  -0.763  -0.076  1.155  0.136
H  -0.675  1.242  -1.600  0.148
H  1.592  0.961  -1.508  0.146
H  3.541  2.475  -1.170  0.123
H  2.927  2.653  0.495  0.130
H  2.396  0.211  1.596  0.112
H  3.619  -1.826  2.262  0.106
H  5.697  -2.452  1.148  0.101
H  7.939  -2.083  0.493  0.096
H  8.451  -2.117  -1.212  0.093
H  7.034  -3.063  -0.696  0.095
H  5.380  0.986  -1.367  0.122
H  -1.871  2.197  1.040  0.130
H  -1.883  3.097  -0.480  0.128
H  -3.277  1.373  -1.553  0.128
H  -4.071  1.893  -0.038  0.119

## Properties
HOMO (eV): -8.675
Energy above the lowest of the compared OMol25 structures with the same formula, charge and spin (kJ/mol): 37.7
DFT total energy (Eh): -1432.75470
Kohn-Sham gap (eV): 9.27

Record 3
Entry from OMol25: one molecule with the formula C16H24N2O4S (ωB97M-V with the def2-TZVPD basis set).

Each line ends with the Löwdin charge.
Cartesian coordinates (Å):
C  1.698  -2.108  0.094  -0.062
O  1.276  -0.956  0.784  -0.098
C  1.898  0.216  0.513  -0.272
C  2.793  0.421  -0.534  0.000
C  3.356  1.668  -0.742  -0.025
C  3.059  2.748  0.078  -0.266
C  3.654  4.101  -0.167  -0.049
C  2.176  2.536  1.129  -0.012
C  1.613  1.298  1.343  -0.178
S  0.493  1.136  2.734  0.696
O  0.721  2.266  3.589  -0.290
O  0.588  -0.170  3.318  -0.270
N  -1.063  1.289  2.165  -0.268
C  -1.468  2.604  1.732  -0.079
C  -1.629  0.141  1.515  -0.119
C  -1.373  0.090  0.008  -0.417
O  -0.666  0.911  -0.551  0.058
N  -2.001  -0.890  -0.678  -0.049
C  -2.826  -1.943  -0.130  -0.150
C  -2.284  -3.313  -0.549  -0.169
C  -2.212  -3.409  -2.069  -0.202
C  -1.354  -2.268  -2.608  -0.170
C  -1.902  -0.928  -2.125  -0.136
H  1.470  -2.042  -0.976  0.082
H  1.143  -2.935  0.536  0.094
H  2.770  -2.286  0.225  0.103
H  3.053  -0.386  -1.201  0.107
H  4.042  1.799  -1.566  0.115
H  4.635  4.015  -0.629  0.076
H  3.747  4.652  0.765  0.078
H  3.013  4.674  -0.837  0.084
H  1.921  3.327  1.816  0.119
H  -1.193  2.804  0.693  0.085
H  -2.549  2.703  1.850  0.095
H  -0.969  3.312  2.389  0.081
H  -2.709  0.138  1.705  0.137
H  -1.162  -0.721  1.998  0.121
H  -2.857  -1.881  0.955  0.112
H  -3.847  -1.826  -0.517  0.133
H  -2.932  -4.093  -0.146  0.113
H  -1.287  -3.443  -0.125  0.106
H  -1.792  -4.371  -2.367  0.110
H  -3.219  -3.337  -2.487  0.113
H  -1.340  -2.280  -3.698  0.113
H  -0.329  -2.388  -2.253  0.096
H  -1.253  -0.106  -2.429  0.121
H  -2.902  -0.768  -2.549  0.132

## Properties
HOMO (eV): -8.395
Energy above the lowest of the compared OMol25 structures with the same formula, charge and spin (kJ/mol): 86.9
DFT total energy (Eh): -1432.73597
Kohn-Sham gap (eV): 9.08